(1)
Below is the molecule C5H10N2O, with properties calculated with ωB97M-V with the def2-TZVPD basis set.

The value obtained for the highest occupied orbital energy is -7.664 eV. As for the strongest force on any atom: 0.83 eV/Å. As for the gap between HOMO and LUMO: 8.51 eV. As for the energy above the lowest of the compared OMol25 structures with the same formula, charge and spin: 30.1 kcal/mol.

Last column: natural (NBO) charge in e.
CARTESIAN COORDINATES (ANGSTROEM)
N  1.17992  -0.10475  -2.81192  -0.85
C  1.07803  -0.70534  -1.52748  -0.11
C  -0.03576  -0.60927  -0.79511  0.12
N  -1.18087  0.06493  -1.26437  -0.83
C  -0.16746  -1.14990  0.60552  -0.43
C  0.27972  -0.14148  1.67048  -0.52
C  -0.58125  1.09473  1.84425  0.44
O  -0.59351  1.72135  2.87182  -0.52
H  0.48964  -0.50966  -3.42241  0.36
H  2.10523  -0.13465  -3.20456  0.38
H  1.94292  -1.19422  -1.09836  0.19
H  -1.19387  0.30064  -2.25545  0.38
H  -2.05576  -0.33067  -0.96648  0.37
H  -1.18282  -1.49715  0.81083  0.20
H  0.47861  -2.02163  0.72912  0.23
H  0.31621  -0.57252  2.68007  0.23
H  1.33229  0.12538  1.54096  0.24
H  -1.21528  1.38423  0.99141  0.12

Forces on atoms 1 to 2 (eV/Å):
N -0.22 -0.05 0.51
C 0.01 0.23 0.45


(2)
Below is a structure of composition C12H22BrInN3O, with properties calculated with ωB97M-V with the def2-TZVPD basis set.

As for the total charge: -1. The value obtained for the highest occupied orbital energy is -4.403 eV. As for the strongest force on any atom: 0.48 eV/Å. As for the gap between HOMO and LUMO: 6.93 eV.

Last column: Löwdin charge in e.
CARTESIAN COORDINATES (ANGSTROEM)
C  0.47084  0.92060  0.20296  -0.16
O  0.43303  1.86477  -0.82848  -0.31
C  0.48536  3.23309  -0.38479  -0.32
In  -1.39132  3.88747  0.62972  0.34
Br  -1.97604  6.22210  -0.48638  -0.22
C  -3.04431  2.53037  0.09355  -0.32
C  -3.17452  1.32978  1.03102  -0.40
N  -3.49194  0.05802  0.33899  -0.02
H  0.83236  1.34526  1.14747  0.09
H  -0.52841  0.50255  0.38196  0.06
H  1.13124  0.10064  -0.09827  0.07
H  1.35962  3.37108  0.27042  0.03
H  0.66089  3.82023  -1.28705  0.03
H  -1.24881  4.19612  2.36078  -0.11
H  -2.87177  2.21000  -0.93984  0.03
H  -3.96584  3.11702  0.09862  0.02
H  -2.26861  1.18223  1.63304  0.06
H  -3.97656  1.54008  1.74710  0.09
H  -3.30557  0.16551  -0.65082  0.04
H  -2.91352  -0.69825  0.68562  0.02
N  -2.07081  -3.37688  0.19701  0.00
C  -0.97140  -2.59178  0.41173  -0.16
C  -0.45472  -2.92076  1.63568  -0.11
C  -1.27480  -3.94878  2.17842  -0.12
C  -2.26449  -4.20600  1.26749  -0.15
H  -2.65786  -3.33392  -0.61590  0.14
H  -0.65801  -1.86135  -0.31476  0.10
H  0.40859  -2.46746  2.09334  0.09
H  -1.15781  -4.43416  3.13310  0.08
H  -3.08942  -4.89680  1.29460  0.10
N  4.64183  -1.72487  -2.04391  -0.01
C  3.47501  -1.12107  -2.43436  -0.14
C  3.42142  0.11389  -1.84791  -0.10
C  4.60355  0.26097  -1.07081  -0.11
C  5.33554  -0.88747  -1.21204  -0.15
H  4.93736  -2.64290  -2.31781  0.14
H  2.78240  -1.62104  -3.08951  0.10
H  2.61797  0.82834  -1.94698  0.09
H  4.87725  1.11351  -0.47193  0.09
H  6.28226  -1.18012  -0.79108  0.10

Forces on atoms 1 to 2 (eV/Å):
C -0.23 -0.09 0.00
O 0.40 -0.10 -0.25


(3)
Below is a structure of composition C15H51BaF3O14 in a non-equilibrium geometry, with properties calculated with ωB97M-V with the def2-TZVPD basis set.

The value obtained for the highest occupied orbital energy is -8.456 eV. As for the strongest force on any atom: 2.16 eV/Å. As for the gap between HOMO and LUMO: 7.49 eV. As for the energy above the lowest of the compared OMol25 structures with the same formula, charge and spin: 0.0 kcal/mol.

Last column: Löwdin charge in e.
CARTESIAN COORDINATES (ANGSTROEM)
Ba  0.16373  -2.66295  -2.03133  1.97
O  -2.03723  -1.36498  -2.74584  -0.57
H  -1.79775  -1.00133  -1.88299  -0.16
C  1.37934  0.30211  -0.52377  -0.49
O  0.18333  -0.42007  -0.19890  -0.23
O  1.89766  -0.28219  -1.60740  -0.28
C  1.09263  1.84386  -0.65136  -0.51
F  -0.20688  2.05311  -0.98899  0.10
F  1.28107  2.48430  0.51967  0.13
F  1.82828  2.44203  -1.59502  0.14
C  -0.29254  -0.29459  1.13909  -0.26
C  -1.17395  -1.44381  1.48065  -0.06
H  -1.61227  -1.18206  2.44879  0.08
H  -1.94876  -1.62414  0.72986  0.08
H  -0.63597  -2.37966  1.64938  0.06
H  -0.82883  0.65698  1.21920  0.12
H  0.53994  -0.27315  1.85479  0.13
H  2.10918  0.17382  0.29102  0.13
C  5.29350  1.21322  -0.81423  -0.15
O  4.58660  0.71298  -1.94577  -0.14
H  5.08406  0.58078  0.05271  0.06
H  6.37260  1.25391  -0.96009  0.08
H  4.98695  2.25756  -0.67448  0.07
H  3.64343  0.88652  -1.80523  0.02
C  -0.90856  5.11203  -2.48032  -0.12
O  -0.38747  6.46367  -2.47829  -0.13
H  -0.48338  4.55089  -3.31082  0.07
H  -0.58288  4.59363  -1.58025  0.07
H  -1.98859  5.17955  -2.58947  0.08
H  -1.15204  7.01250  -2.30266  0.07
C  -2.80693  -4.20223  -1.45324  -0.15
O  -1.58024  -4.19922  -0.70704  -0.35
H  -2.73891  -3.67511  -2.40376  0.05
H  -3.23271  -5.20697  -1.49938  0.09
H  -3.50771  -3.59813  -0.86454  0.09
H  -1.76551  -4.84245  0.00459  0.02
C  1.16052  -4.71020  1.21465  -0.14
O  1.55291  -3.65257  0.34837  -0.24
H  0.64199  -4.27318  2.06065  0.08
H  0.65506  -5.54670  0.72841  0.08
H  2.02380  -5.23608  1.64456  0.09
H  2.41988  -3.84277  -0.02857  0.08
C  -0.89215  1.52221  -3.87840  -0.15
O  -0.38788  0.67026  -4.91487  -0.13
H  -1.85861  1.96303  -4.08701  0.09
H  -0.93997  0.91143  -2.97561  0.04
H  -0.08399  2.23153  -3.68039  0.07
H  0.31899  0.16046  -4.51460  0.05
C  -3.37694  1.05277  -0.41007  -0.16
O  -3.89474  -0.12245  -1.00898  -0.15
H  -2.28906  1.00756  -0.48637  0.05
H  -3.81418  1.94742  -0.86650  0.08
H  -3.68578  1.09793  0.63786  0.07
H  -3.38451  -0.40124  -1.79704  0.02
C  -3.37919  -5.30817  1.49061  -0.13
O  -2.16590  -6.05483  1.36543  -0.12
H  -4.16327  -5.69971  0.84726  0.10
H  -3.78082  -5.28714  2.51459  0.09
H  -3.13281  -4.24474  1.41894  0.08
H  -2.42763  -6.88806  0.96094  0.10
C  3.99378  -1.26272  1.96015  -0.17
O  5.25024  -0.97162  2.56123  -0.11
H  3.40815  -0.33421  1.98216  0.06
H  4.20666  -1.45604  0.90697  0.08
H  3.34247  -2.02369  2.40389  0.07
H  5.09422  -0.36966  3.29394  0.08
C  -4.57592  -0.91226  3.27654  -0.14
O  -4.50370  -1.70364  4.47118  -0.14
H  -3.94500  -1.43786  2.55977  0.05
H  -5.59509  -0.93749  2.89645  0.08
H  -4.13584  0.06227  3.48164  0.08
H  -5.28245  -1.56533  5.01342  0.07
C  1.57042  3.09438  3.59750  -0.17
O  2.91520  2.92275  3.16709  -0.12
H  1.21390  4.12631  3.53522  0.08
H  0.88197  2.43658  3.06111  0.06
H  1.47704  2.85438  4.65940  0.08
H  2.99367  3.50940  2.40647  0.07
C  3.22965  5.04764  -2.06086  -0.16
O  2.49085  5.85822  -2.98966  -0.12
H  4.17963  5.58960  -1.99458  0.08
H  2.78213  4.91837  -1.07544  0.07
H  3.46551  4.04788  -2.42882  0.06
H  1.65360  6.08956  -2.56324  0.03

Forces on atoms 1 to 2 (eV/Å):
Ba -0.20 1.91 0.11
O 1.21 -0.94 0.64


(4)
Below is a structure of composition C33H46IN9O2PSe2Zr in a non-equilibrium geometry, with properties calculated with ωB97M-V with the def2-TZVPD basis set.

As for the total charge: +1. The value obtained for the highest occupied orbital energy is -9.499 eV. As for the strongest force on any atom: 1.01 eV/Å. As for the gap between HOMO and LUMO: 7.44 eV. As for the energy above the lowest of the compared OMol25 structures with the same formula, charge and spin: 113.5 kcal/mol.

Last column: Löwdin charge in e.
CARTESIAN COORDINATES (ANGSTROEM)
Zr  -0.06306  -2.05108  -0.11110  1.22
C  1.53387  -3.55830  3.30917  -0.04
N  1.54083  -2.10409  3.32903  -0.07
C  2.29345  -1.43317  4.39087  -0.11
C  1.30653  -0.41024  4.95635  -0.10
N  0.31858  -0.33011  3.89153  -0.06
C  -0.45458  0.85812  3.60903  -0.03
C  0.40663  -1.39556  3.06690  -0.36
N  -0.46099  -1.73531  2.12912  -0.06
C  -1.89208  -1.49050  2.35451  -0.24
C  -2.63331  -2.44469  1.42334  -0.25
N  -2.38819  -2.09371  0.02333  -0.06
C  -3.31595  -1.44342  -0.63618  -0.36
N  -3.22698  -1.20820  -1.98282  -0.10
C  -2.45722  -2.02091  -2.89513  -0.07
C  -4.49577  -0.72336  -2.51080  -0.10
C  -5.25719  -0.31256  -1.26073  -0.10
N  -4.47335  -0.89436  -0.17796  -0.06
C  -4.91267  -0.57610  1.16554  -0.03
H  2.54610  -3.92093  3.13587  0.09
H  0.91370  -3.90967  2.49540  0.00
H  1.17130  -3.95309  4.26438  0.10
H  3.17172  -0.93764  3.97239  0.10
H  2.61909  -2.15922  5.13427  0.12
H  1.77233  0.56112  5.11494  0.09
H  0.84559  -0.72693  5.89644  0.13
H  0.08230  1.72709  3.99291  0.09
H  -1.44594  0.83452  4.06772  0.09
H  -0.54986  0.97489  2.52977  0.03
H  -2.17010  -0.46054  2.10926  0.06
H  -2.20804  -1.71720  3.37834  0.14
H  -3.69178  -2.52217  1.66384  0.10
H  -2.22453  -3.44265  1.58433  0.02
H  -2.87496  -3.02873  -2.98806  0.10
H  -1.41375  -2.08694  -2.59826  0.02
H  -2.47308  -1.53080  -3.86754  0.10
H  -5.00035  -1.52967  -3.05458  0.13
H  -4.33448  0.11482  -3.19266  0.11
H  -6.28164  -0.69014  -1.24215  0.13
H  -5.28348  0.77365  -1.14932  0.11
H  -5.56854  0.29165  1.09598  0.10
H  -4.08419  -0.30094  1.81477  0.07
H  -5.48284  -1.38816  1.62097  0.10
Se  -0.53570  0.67025  -0.28076  0.31
P  -0.59588  0.76792  -2.52404  0.68
Se  1.95331  -1.74742  -2.00012  0.63
C  0.69739  2.02524  -2.88118  -0.46
C  0.70234  3.29481  -2.30074  -0.12
C  1.69945  4.20473  -2.60729  -0.09
C  2.70969  3.85628  -3.49885  -0.09
C  2.71385  2.59939  -4.08098  -0.09
C  1.71014  1.68780  -3.77332  -0.13
C  -2.07771  1.78522  -2.89598  -0.46
C  -2.90053  2.40636  -1.96462  -0.14
C  -4.00968  3.13000  -2.37933  -0.10
C  -4.31297  3.24073  -3.72818  -0.09
C  -3.49381  2.62847  -4.66793  -0.08
C  -2.38920  1.90490  -4.25211  -0.12
H  -0.08328  3.56782  -1.60577  0.10
H  1.68356  5.19339  -2.16632  0.10
H  3.48162  4.57245  -3.74914  0.10
H  3.49100  2.32721  -4.78376  0.11
H  1.71811  0.70258  -4.22390  0.09
H  -2.67216  2.31969  -0.90880  0.05
H  -4.63792  3.61760  -1.64342  0.11
H  -5.17866  3.80528  -4.04756  0.10
H  -3.71669  2.71281  -5.72339  0.11
H  -1.75663  1.42389  -4.99143  0.10
O  3.90540  1.04390  0.56896  -0.04
C  3.65871  -0.44265  0.46070  -0.29
C  4.76819  -1.27671  -0.07910  -0.07
C  4.03701  -2.63302  -0.08422  -0.12
C  2.56072  -2.23987  -0.17367  -0.95
O  1.66135  -3.05269  0.41363  -0.43
N  2.48742  -0.85325  0.49945  0.15
H  5.66341  -1.24998  0.54076  0.13
H  5.02644  -0.94021  -1.08826  0.13
H  4.20343  -3.16538  0.85348  0.12
H  4.32485  -3.26896  -0.91736  0.12
I  -0.57155  -5.37197  0.34764  0.82
C  -0.39905  -3.98320  -1.30481  -0.79
H  -1.28161  -4.20377  -1.89577  -0.06
H  0.49728  -4.32601  -1.81512  -0.06
C  3.02005  1.79100  -0.44280  0.11
C  3.95840  1.64097  1.83139  -0.37
N  3.28154  1.30718  2.87990  0.18
C  3.70342  2.20929  3.84157  -0.10
C  4.62044  3.06692  3.32938  -0.05
N  4.79168  2.68761  2.01458  0.15
H  1.99326  1.49529  -0.22641  0.01
H  3.36998  1.45700  -1.41358  0.11
H  3.21782  2.84095  -0.25773  0.11
H  3.31269  2.18872  4.84281  0.10
H  5.16340  3.88837  3.76002  0.12
H  5.42251  3.08833  1.34049  0.18

Forces on atoms 1 to 2 (eV/Å):
Zr -0.02 -0.70 -0.40
C 0.13 -0.06 -0.07


(5)
Below is a cluster of 7 separate species, H14O7 in total in a non-equilibrium geometry, with properties calculated with ωB97M-V with the def2-TZVPD basis set.

The value obtained for the highest occupied orbital energy is -10.766 eV. As for the strongest force on any atom: 3.01 eV/Å. As for the gap between HOMO and LUMO: 11.13 eV. As for the energy above the lowest of the compared OMol25 structures with the same formula, charge and spin: 13.7 kcal/mol.

Last column: natural (NBO) charge in e.
CARTESIAN COORDINATES (ANGSTROEM)
O  -1.37573  0.59199  -1.67084  -1.01
H  -2.04493  0.33015  -0.94491  0.51
H  -0.77620  -0.16671  -1.62968  0.49
O  1.39972  0.80149  1.43605  -0.99
H  1.68336  1.37530  2.13657  0.49
H  0.83505  1.36491  0.89551  0.52
O  2.59244  -0.59872  -0.50113  -0.99
H  2.28135  0.01086  0.19136  0.52
H  2.99450  -0.14726  -1.32167  0.49
O  -2.95598  -0.18215  0.54333  -0.99
H  -3.61373  -0.87700  0.66170  0.47
H  -2.20424  -0.58765  1.11063  0.52
O  0.02048  2.44499  -0.20435  -0.98
H  -0.59636  1.97489  -0.80791  0.52
H  0.47109  2.96365  -0.84575  0.47
O  0.31189  -1.79997  -0.92050  -1.01
H  1.29303  -1.53835  -0.83530  0.51
H  0.33163  -2.79450  -1.15929  0.49
O  -0.56445  -1.13705  1.51696  -1.02
H  -0.22656  -1.59173  0.71487  0.50
H  0.14363  -0.43712  1.63435  0.49

Forces on atoms 1 to 2 (eV/Å):
O -1.13 -0.44 1.40
H 0.86 0.47 -1.20